[1]
The following is a DFT calculation (the ωB97M-V functional and the def2-TZVPD basis) of 3 unconnected molecules or ions with the total composition C27H49N3O7 at a distorted geometry.

Computed properties:
**SMILES**: O=C(O)C[C@H]1OC(=O)[C@H](c2ccccn2)[C@H]1COCOCCO.CCN(CC)CC.CCN(CC)CC
**Strongest force on any atom**: 6.45 eV/Å
**Calculated total energy**: -1748.86667 Eh
**LUMO energy**: -0.34 eV
**Charge**: 0
**E_HOMO**: -7.93 eV

CARTESIAN COORDINATES (ANGSTROEM)
1 O 4.2306 1.1958 -4.3008
2 O 5.0415 -1.1037 -4.3364
3 O -1.7804 1.7417 -4.0529
4 O 3.3391 1.1023 0.8362
5 O 1.0390 0.8107 0.6418
6 O 0.1618 1.9281 -2.6050
7 O 4.7780 -2.7494 -1.1900
8 N -3.1263 -2.6394 1.1386
9 N -1.0333 4.0725 3.8981
10 N 0.7480 -2.0622 -5.0790
11 C 2.4982 1.8395 -1.3696
12 C -3.5662 -0.7330 2.7848
13 C -2.2338 -3.5497 1.8554
14 C -2.5052 -3.7880 3.3399
15 C 0.1363 -1.2399 -4.0922
16 C -1.3002 2.2437 2.1296
17 C 5.0515 -0.8719 -2.9069
18 C -4.4988 -3.1297 1.0513
19 C -0.6946 -1.5750 -2.8658
20 C 2.8582 1.5836 -4.6564
21 C 4.6702 0.0727 -5.0962
22 C -1.1756 3.8966 6.3910
23 C -1.6076 3.6578 2.6194
24 C 1.3896 1.2045 -2.3348
25 C -5.3793 -2.3414 0.0880
26 C 1.3286 3.0933 3.8958
27 C 0.4067 4.3118 3.8826
28 C -1.5479 3.3126 5.0328
29 C -0.9567 -3.0539 -2.5009
30 C 0.4859 -3.4101 -4.6978
31 C 1.8814 0.6704 -3.7713
32 C 2.3114 1.2339 0.1134
33 C -0.2712 -3.9994 -3.5150
34 C 0.3921 0.3470 -4.3517
35 C 5.6594 -2.2327 -2.2401
36 C -0.6220 1.4019 -3.7072
37 C -2.9667 -1.2255 1.4690
38 H -4.5661 -1.1322 2.9687
39 H -5.5366 -1.3142 0.4233
40 H -4.9853 -3.1490 2.0343
41 H -2.1864 -2.9430 3.9509
42 H 2.7174 2.7127 -4.4403
43 H -1.6588 3.3206 7.1852
44 H 5.5925 0.3954 -5.7197
45 H -1.1991 -3.2073 1.7379
46 H -1.9314 -4.6566 3.6805
47 H 0.6613 4.9369 3.0192
48 H 1.0028 2.3263 4.6020
49 H -2.6420 3.3024 4.9800
50 H 2.3324 -0.3835 -3.7455
51 H -1.9770 1.9874 1.3066
52 H -1.9020 -0.9653 1.4485
53 H 2.3369 3.3989 4.1922
54 H -1.4394 1.4911 2.9068
55 H 3.8895 -0.2758 -5.8760
56 H 3.5189 1.4318 -1.7342
57 H -1.2216 2.2653 5.0006
58 H 0.9416 -4.1857 -5.4256
59 H -3.3987 -0.6320 0.6557
60 H -2.9298 -0.9824 3.6346
61 H 0.9792 -0.1514 0.4039
62 H 6.7224 -2.0752 -1.8364
63 H -2.2650 -4.5206 1.3463
64 H 0.2586 0.5361 -5.4797
65 H -3.5556 -3.9957 3.5457
66 H -1.3113 4.3712 1.8420
67 H 1.0348 0.2432 -1.8235
68 H 1.4146 2.6418 2.9070
69 H 4.0198 -0.7318 -2.4337
70 H 5.6895 -3.0698 -3.0422
71 H 5.7186 -0.0039 -2.5763
72 H -6.3636 -2.8124 0.0185
73 H -0.0997 3.8571 6.5734
74 H -1.5579 -3.4360 -1.6145
75 H -1.5087 4.9343 6.4794
76 H -2.6970 3.7618 2.6909
77 H -1.1047 -0.7499 -2.1927
78 H 2.5751 2.9772 -1.3978
79 H 2.6675 1.4799 -5.7932
80 H -4.4790 -4.1637 0.6904
81 H -0.3352 -5.1319 -3.3773
82 H 0.6594 4.9382 4.7452
83 H -3.6520 0.3576 2.7634
84 H -4.9462 -2.3204 -0.9160
85 H 3.8641 -2.8555 -1.5448
86 H -0.2885 2.1625 1.7384

=====

[2]
The following is a DFT calculation (the ωB97M-V functional and the def2-TZVPD basis) of 10 unconnected molecules or ions with the total composition C27H50Br10O15 at a distorted geometry.

Computed properties:
**SMILES**: C[C@H]1COC(=O)O1.C[C@H]1COC(=O)O1.COC(=O)OC.COC(=O)OC.COC(=O)OC.BrCCBr.BrCCBr.BrCCBr.BrCCBr.BrCCBr
**Strongest force on any atom**: 5.55 eV/Å
**Calculated total energy**: -27927.46306 Eh
**LUMO energy**: 0.13 eV
**Charge**: 0
**E_HOMO**: -9.40 eV

CARTESIAN COORDINATES (ANGSTROEM)
1 Br 2.8237 -6.3498 -3.6901
2 Br 4.0622 -15.4954 -3.5740
3 Br 7.6386 -9.8614 2.7979
4 Br 5.1498 -8.0814 6.2945
5 Br 5.3042 -9.4021 -6.2796
6 Br 6.2306 -13.9856 1.5974
7 Br 7.3035 -14.4740 -2.8364
8 Br 9.9247 -7.9025 -7.3734
9 Br 1.9545 -13.4668 -6.0645
10 Br 6.7848 -8.8504 -10.6561
11 O 6.9396 -10.6525 -1.3690
12 O 12.7281 -7.2155 -2.8444
13 O 10.2137 -11.4544 -0.6744
14 O 12.3701 -11.9330 -1.1031
15 O 3.9841 -7.6498 0.0920
16 O 11.8740 -6.1012 -4.7974
17 O 13.3350 -5.1763 -3.3141
18 O 8.0258 -10.4799 -3.1411
19 O 10.5201 -12.4773 -2.5667
20 O 2.9051 -14.8797 0.3534
21 O 1.8996 -6.8380 0.1345
22 O 2.3220 -8.8827 -0.5466
23 O 2.4057 -12.8358 -0.4659
24 O 1.9081 -13.4322 1.6373
25 O 5.8257 -10.7242 -3.4214
26 C 2.2491 -14.5388 2.5007
27 C 3.8924 -7.9773 -4.1305
28 C 5.7151 -10.6971 -0.6041
29 C 8.5041 -10.6036 -4.4820
30 C 11.7914 -8.3255 -2.9941
31 C 0.9827 -8.6476 -0.8448
32 C 2.7981 -7.7685 -0.1076
33 C 6.0229 -14.6017 -0.3101
34 C 2.6845 -15.5346 1.4668
35 C 8.2451 -8.0997 -9.6957
36 C 8.3506 -8.6532 -8.3043
37 C 7.4657 -14.6321 -0.8838
38 C 0.2071 -9.8821 -0.3323
39 C 12.5921 -6.2054 -3.7521
40 C 0.6028 -7.3786 -0.0087
41 C 6.8255 -10.6018 -2.7341
42 C 2.4839 -13.6378 0.4495
43 C 11.3278 -12.9463 -3.6107
44 C 6.5904 -9.0738 5.3548
45 C 0.9673 -14.7279 3.2595
46 C 10.5506 -11.3049 0.6892
47 C 3.9735 -13.4289 -3.7421
48 C 6.3086 -8.9943 3.8293
49 C 3.6427 -12.8497 -5.1771
50 C 4.2570 -7.7842 -5.6430
51 C 13.1837 -3.8895 -3.8694
52 C 11.1642 -11.9049 -1.4205
53 H 0.1291 -7.7761 0.8889
54 H 3.1282 -14.2231 3.0625
55 H 11.4424 -10.7401 0.9609
56 H 12.3762 -12.9780 -3.3140
57 H 7.5218 -8.6259 5.7012
58 H 9.5737 -10.4417 -4.3486
59 H 4.8275 -12.9791 -3.2355
60 H 3.6522 -11.7598 -5.1777
61 H 6.1430 -7.9706 3.4937
62 H 10.6446 -12.2543 1.2164
63 H 12.1292 -3.8183 -4.1359
64 H 1.0896 -15.6293 3.8599
65 H 4.8739 -6.9515 -5.9807
66 H 0.5650 -10.1406 0.6643
67 H 13.3814 -3.1100 -3.1337
68 H 11.1352 -12.2215 -4.4017
69 H 4.4652 -13.0384 -5.8670
70 H 8.0580 -7.0299 -9.7880
71 H -0.2031 -6.7944 -0.4531
72 H 0.2919 -10.7142 -1.0311
73 H 3.3216 -7.6636 -6.1894
74 H 13.6997 -3.8131 -4.8265
75 H 5.1162 -9.8311 -0.8860
76 H -0.8531 -9.6686 -0.1961
77 H 2.0207 -16.3900 1.3411
78 H 8.0903 -9.8846 -5.1890
79 H 3.6539 -15.9559 1.7330
80 H 0.8797 -8.5515 -1.9257
81 H 11.2466 -8.2715 -2.0516
82 H 6.5244 -10.1418 5.5625
83 H 0.1169 -14.8685 2.5923
84 H 3.2364 -8.7861 -3.8088
85 H 6.0117 -10.3788 0.3953
86 H 5.4100 -13.8990 -0.8747
87 H 3.1523 -13.2139 -3.0584
88 H 8.2903 -11.5948 -4.8819
89 H 7.5195 -8.3462 -7.6694
90 H 10.9851 -13.9423 -3.8910
91 H 5.1105 -11.6015 -0.6723
92 H 12.4861 -9.1654 -2.9874
93 H 0.7778 -13.8068 3.8106
94 H 5.4433 -15.5248 -0.3122
95 H 9.6359 -10.7593 0.9210
96 H 7.9349 -15.6071 -0.7526
97 H 8.3517 -9.7412 -8.2380
98 H 8.2516 -13.9313 -0.6022
99 H 4.8119 -7.9070 -3.5493
100 H 9.0539 -8.4006 -10.3617
101 H 11.1682 -8.3546 -3.8878
102 H 5.3939 -9.5096 3.5362

=====

[3]
The following is a DFT calculation (the ωB97M-V functional and the def2-TZVPD basis) of 3 unconnected molecules or ions with the total composition C27H50Br4F3NO4 at a distorted geometry.

Computed properties:
**SMILES**: COCCCCCCCCC[C@@H]1[C@@H](OC[C@@H](C)CC(C)C)NC(=O)[C@@H]1COC(F)(F)F.BrCCBr.BrCCBr
**Strongest force on any atom**: 2.80 eV/Å
**Calculated total energy**: -12010.12557 Eh
**LUMO energy**: 0.42 eV
**Charge**: 0
**E_HOMO**: -9.68 eV

CARTESIAN COORDINATES (ANGSTROEM)
1 Br 11.0395 2.7303 3.1820
2 Br -8.2425 -0.7094 -2.4681
3 Br -7.3596 2.3391 -0.5991
4 Br 10.4436 -0.2676 1.1458
5 F 6.2160 0.6300 0.1234
6 F 6.0866 -0.1716 2.1658
7 F 5.2823 -1.2618 0.5208
8 O 2.8808 3.7891 0.4832
9 O 4.3032 0.5930 1.2254
10 O -1.1303 1.5350 -0.1153
11 O 1.3157 -1.4899 2.2687
12 N 0.6252 3.1504 0.5293
13 C 0.1569 -3.8263 -1.7053
14 C -0.1005 -1.4490 2.3171
15 C 2.2091 1.4412 0.3574
16 C -4.3766 -0.0472 0.0182
17 C 9.9939 2.5202 1.5529
18 C -3.2382 -1.0577 0.2453
19 C 0.9224 -1.4914 -2.4862
20 C -3.2679 2.8294 2.4994
21 C -4.4348 0.4280 -1.4606
22 C -0.1025 -2.2953 -1.6755
23 C 1.2335 -4.7846 0.4721
24 C -3.0033 1.7037 1.4255
25 C 1.4606 0.9485 -2.1807
26 C -9.2870 0.9026 -2.1520
27 C -2.2334 2.3879 0.2641
28 C 0.0131 2.2400 -0.4861
29 C 3.5700 0.8684 0.0138
30 C -4.3867 1.1573 1.0117
31 C 0.4203 -0.0375 -2.7735
32 C -8.4273 2.1369 -2.2138
33 C -0.0757 -4.4763 -0.3088
34 C 1.4496 -3.9652 1.7712
35 C 2.0409 2.9590 0.4756
36 C 1.8293 -2.4928 1.4130
37 C 9.2413 1.2164 1.5409
38 C 1.1033 1.1229 -0.6741
39 C 5.4416 -0.0447 1.0182
40 H 0.6305 -4.0601 2.4903
41 H -4.9004 1.9816 0.5064
42 H -0.1628 -1.9217 -0.6474
43 H -3.2976 3.8252 2.0494
44 H 1.1808 -1.9976 -3.4237
45 H -9.7786 0.7768 -1.1920
46 H 1.5933 -2.3249 0.3493
47 H -5.3164 -0.5929 0.1920
48 H 2.9206 -2.4162 1.4913
49 H 1.8555 -1.4341 -1.9040
50 H -1.8844 3.3751 0.5750
51 H -2.8936 2.4650 -0.6111
52 H 3.3980 -0.0806 -0.5079
53 H -0.6051 -4.2357 -2.3790
54 H -0.4880 -0.4254 2.2881
55 H 2.3344 -4.3992 2.2571
56 H -2.5439 2.7807 3.3185
57 H 2.1293 -4.6361 -0.1425
58 H -3.4188 0.7233 -1.7511
59 H 9.3009 3.3598 1.5492
60 H 0.5345 4.0813 0.1174
61 H 8.7537 0.9878 2.4836
62 H -1.0870 -2.0800 -2.1141
63 H -9.0454 3.0315 -2.2634
64 H -3.1411 -1.6468 -0.6782
65 H 0.6358 0.1789 -0.3701
66 H 4.1023 1.5719 -0.6345
67 H -2.3790 0.9692 1.9377
68 H -4.8088 -0.4035 -2.0681
69 H 1.1751 -5.8360 0.7787
70 H -3.5021 -1.7471 1.0561
71 H -0.5707 -5.4379 -0.4957
72 H -7.7353 2.1308 -3.0512
73 H 8.5005 1.2116 0.7449
74 H -0.0816 2.8956 -1.3666
75 H 2.4715 0.5716 -2.3590
76 H 0.3687 0.1114 -3.8566
77 H -0.4205 -1.8725 3.2858
78 H -0.5752 -2.0761 1.5553
79 H -4.9070 0.8768 1.9346
80 H -0.8025 -3.8687 0.2430
81 H 10.6842 2.6181 0.7205
82 H -10.0354 0.9188 -2.9421
83 H -5.1417 1.2617 -1.5767
84 H -0.5496 0.0850 -2.2825
85 H -4.2475 2.6290 2.9519
86 H 1.3515 1.9278 -2.6680
87 H -2.2606 -0.6017 0.4202
88 H 1.1529 -4.0661 -2.0902
89 H 1.8944 1.0538 1.3375

=====

[4]
The following is a DFT calculation (the ωB97M-V functional and the def2-TZVPD basis) of 12 unconnected molecules or ions with the total composition C27H50ClNO46S12 at a distorted geometry.

Computed properties:
**SMILES**: CC[C@](Cl)(N=C=S)OC=O.O=S1(=O)OCCO1.O=S1(=O)OCCO1.O=S1(=O)OCCO1.O=S1(=O)OCCO1.O=S1(=O)OCCO1.O=S1(=O)OCCO1.O=S1(=O)OCCO1.O=S1(=O)OCCO1.O=S1(=O)OCCO1.O=S1(=O)OCCO1.O=S1(=O)OCCO1
**Strongest force on any atom**: 5.26 eV/Å
**Calculated total energy**: -9812.67554 Eh
**LUMO energy**: 0.04 eV
**ΔE to the lowest compared entry with this formula, charge and spin**: 2.057 eV
**Charge**: 0
**E_HOMO**: -9.70 eV

CARTESIAN COORDINATES (ANGSTROEM)
1 Cl 1.0613 -1.2045 -0.9559
2 S -1.0163 3.0712 1.6775
3 S -1.5221 0.6071 -4.9602
4 S 2.3268 0.4181 6.6972
5 S -4.2204 -1.8577 -5.3446
6 S 4.3231 -0.3656 2.8056
7 S 1.8286 8.3494 -3.4731
8 S 1.8634 4.3271 7.8533
9 S -1.1675 -4.8237 7.2433
10 S -8.4474 -4.8838 -2.3732
11 S 5.3335 3.9131 -2.8339
12 S 3.6108 -3.1143 -4.8545
13 S -2.2308 -7.0097 -6.6622
14 O 2.5247 -4.2908 -5.0682
15 O -3.1282 -2.0665 -6.2396
16 O 3.4662 0.4046 3.9352
17 O 3.7435 0.4163 1.5160
18 O 0.1634 -4.8790 6.3324
19 O -5.2779 -3.0621 -5.5314
20 O 2.9158 -1.8737 -4.8230
21 O 5.4228 2.6714 -3.5224
22 O 6.7707 4.6468 -2.9064
23 O -7.0869 -4.4779 -2.2672
24 O -1.6215 -3.4758 7.2794
25 O -2.1349 -5.6590 6.2588
26 O -1.3043 4.1418 2.8509
27 O 1.2273 -0.7504 6.4892
28 O 5.6948 -0.0240 2.9565
29 O 4.5197 4.9516 -3.7665
30 O 4.0414 -3.4933 -3.3476
31 O -4.9440 -0.6362 -5.2874
32 O 3.0523 4.7168 8.8788
33 O 0.3294 2.6325 1.7835
34 O -9.1059 -4.1185 -3.6318
35 O 0.7745 5.4077 8.3763
36 O 2.2617 4.7022 6.5420
37 O -1.5658 3.5719 0.4644
38 O -3.0926 -5.9861 -7.5619
39 O 3.8712 -1.7172 2.7510
40 O 3.4356 0.1588 5.8437
41 O 2.2433 7.9681 -1.9604
42 O -0.8078 -6.2556 -6.7797
43 O 2.9391 8.0822 -4.3212
44 O 1.1659 9.6061 -3.4552
45 O 0.8175 1.3751 -1.1248
46 O -2.1488 -8.2502 -7.3465
47 O 4.7161 -3.3511 -5.7113
48 O -3.7321 -2.2323 -3.8521
49 O 1.4066 3.0239 8.1683
50 O -9.2971 -4.1549 -1.2122
51 O -8.8365 -6.2467 -2.4207
52 O 4.8422 4.0262 -1.5065
53 O 1.5194 3.4050 -1.7798
54 O 1.6468 1.6716 6.7156
55 O -2.6760 -6.9058 -5.3137
56 O 0.7218 7.1986 -3.6903
57 O 2.7429 0.0425 8.2189
58 O -0.9476 -5.5917 8.4158
59 O -1.9855 1.9012 2.2225
60 N -0.8365 0.0309 -2.3090
61 C -5.1463 -3.9916 -4.4477
62 C -10.0400 -3.0663 -1.7686
63 C 2.7563 5.9756 9.4852
64 C 1.5634 0.2669 -3.2026
65 C -1.5263 -5.7470 4.9669
66 C 2.5975 -5.2170 -3.9811
67 C 1.2593 7.0842 -1.4129
68 C 5.2875 6.1488 -3.9195
69 C 3.0943 0.4293 -2.7757
70 C -2.4672 3.7434 3.5795
71 C 0.6778 2.5803 -1.8339
72 C -10.3040 -3.4623 -3.2081
73 C -2.3451 -4.7766 -7.7385
74 C 2.7923 1.5205 3.3432
75 C 3.0819 -4.4001 -2.7982
76 C 6.7321 5.6884 -3.8856
77 C -0.8939 -5.2123 -7.7560
78 C 0.5871 0.2477 -1.9894
79 C 1.2424 6.0180 9.5800
80 C 1.2823 -1.6667 7.5846
81 C 2.5614 1.1279 1.8977
82 C -4.6508 -3.1698 -3.2783
83 C -0.0352 -5.7817 5.2412
84 C 0.7671 6.2747 -2.5941
85 C -2.4528 2.2297 3.5337
86 C -1.1737 0.4043 -3.4161
87 C 1.7687 -0.8476 8.7656
88 H 1.6236 -5.6691 -3.8000
89 H 0.8626 7.0352 9.6631
90 H -3.4392 1.8020 3.7051
91 H 1.9939 -2.4575 7.3325
92 H -3.3434 4.1473 3.0651
93 H -11.1255 -4.1799 -3.2778
94 H 3.2953 1.5510 -2.8401
95 H 1.7119 0.4467 1.8051
96 H 3.5349 -5.0163 -2.0240
97 H 7.0355 5.2643 -4.8462
98 H 1.6918 6.4601 -0.6332
99 H 1.8604 1.7228 3.8688
100 H -2.5526 -4.1234 -6.8869
101 H -1.8039 -4.8540 4.4007
102 H -0.2348 2.7568 -2.4601
103 H 1.3877 1.1158 -3.9224
104 H 7.4146 6.4918 -3.6133
105 H 2.4064 1.9868 1.2530
106 H -6.0965 -4.4698 -4.2402
107 H 1.4694 5.4800 -2.8468
108 H -4.1589 -3.7775 -2.5219
109 H 0.3023 -2.1053 7.7626
110 H 0.9597 -0.2456 9.1892
111 H 3.1332 6.7646 8.8287
112 H 0.8819 5.4258 10.4252
113 H 5.0319 6.6532 -4.8485
114 H -0.6163 -5.6298 -8.7273
115 H -9.4211 -2.1673 -1.7125
116 H -1.8731 -6.6325 4.4381
117 H 3.2879 0.1465 -1.7157
118 H -0.2177 5.8447 -2.4183
119 H 3.7905 -0.0344 -3.5121
120 H -2.4352 4.1294 4.5965
121 H -0.2154 -4.3982 -7.5061
122 H 2.2694 -3.8108 -2.3640
123 H 3.2369 6.0549 10.4585
124 H -10.5182 -2.6050 -3.8431
125 H -2.6390 -4.2741 -8.6578
126 H -10.9597 -2.9073 -1.2085
127 H 0.4573 7.6935 -0.9872
128 H 1.4810 -0.7101 -3.7401
129 H -4.4135 -4.7506 -4.7364
130 H 3.4469 2.3928 3.4173
131 H 2.2075 -1.4646 9.5475
132 H 5.0608 6.8064 -3.0768
133 H -1.7476 1.8178 4.2601
134 H 3.3160 -5.9970 -4.2453
135 H 0.5509 -5.4706 4.3780
136 H -5.4642 -2.6061 -2.8171
137 H 0.2864 -6.7765 5.5587